Record 1
Below is 6 unconnected molecules or ions with the total composition C11H23Br10NO2 at a distorted geometry, with properties calculated with ωB97M-V/def2-TZVPD.

The SMILES is C[N+](=O)[O-].BrCCBr.BrCCBr.BrCCBr.BrCCBr.BrCCBr. The value obtained for the relative energy (zero: lowest compared OMol25 entry of this formula, charge and spin) is 1.271 eV. The LUMO energy comes out at 0.09 eV. The multiplicity is 1. The charge is 0.

XYZ file:
```
47
C11H23Br10NO2, DFT ωB97M-V/def2-TZVPD
C 12.1784 12.4399 9.8192
N 11.2176 12.6100 8.7189
O 10.6469 11.6406 8.3155
O 11.0037 13.7193 8.2874
H 11.9966 13.2388 10.5438
H 13.1903 12.4724 9.3801
H 12.1341 11.4470 10.2619
Br 7.9405 13.0104 10.1118
C 6.9218 11.7423 8.8663
C 5.8559 10.9967 9.5689
Br 4.9435 9.9120 8.2806
H 7.7128 11.0896 8.4521
H 6.5559 12.4721 8.1018
H 5.1433 11.7342 9.9703
H 6.2152 10.3454 10.3633
Br 13.1470 16.4459 8.8928
C 13.0949 18.1024 7.8279
C 12.2784 19.2158 8.4453
Br 12.2934 20.4410 6.8488
H 12.5243 17.8702 6.8916
H 14.1400 18.3787 7.5326
H 12.6450 19.6527 9.3769
H 11.2754 18.8925 8.5403
Br 11.6245 11.4653 4.1354
C 12.4970 11.1842 5.8990
C 12.3745 9.7507 6.1180
Br 13.3190 9.1728 7.8601
H 11.9812 11.8148 6.6503
H 13.4870 11.5893 5.9392
H 12.8128 8.9902 5.3733
H 11.4631 9.3758 6.4246
Br 7.3099 6.2583 5.6192
C 7.8092 7.8555 6.5790
C 8.0755 7.3831 7.9959
Br 8.7780 8.8703 9.0856
H 6.9931 8.5581 6.4883
H 8.7071 8.2534 6.2162
H 8.8430 6.6255 8.0612
H 7.2835 6.8772 8.5834
Br 7.1910 14.5848 5.9499
C 9.0304 14.4111 5.3315
C 9.8841 15.5527 5.9111
Br 11.6362 15.0539 5.3092
H 9.0296 14.4023 4.1876
H 9.2439 13.4639 5.5867
H 9.8214 15.6204 7.0061
H 9.6457 16.4799 5.4795
```

Here are the Löwdin charges for atoms 1 to 2, given in e:
1 C 0.039
2 N -0.471

=====

Record 2
Below is 9 unconnected molecules or ions with the total composition C16H15BrCl32N3O5P2 at a distorted geometry, with properties calculated with ωB97M-V/def2-TZVPD.

The LUMO energy comes out at -3.63 eV. The multiplicity is 1. The charge is +1.

XYZ file:
```
74
C16H15BrCl32N3O5P2, DFT ωB97M-V/def2-TZVPD
C -0.8258 -0.4309 2.9914
C 0.0317 0.4803 1.9550
C 1.0178 -0.3954 1.0230
O 1.9965 -1.0169 1.9206
C 3.3151 -0.8106 1.4837
C 4.3639 -0.1010 2.3591
P 3.7746 0.5269 4.0302
P 4.1352 -1.1303 5.3979
O 4.0526 -2.4634 4.6270
O 5.6599 -0.8860 6.1032
O 2.8586 -1.1732 6.5534
N 5.6573 -0.0623 1.6816
N 6.8224 0.4826 2.1880
C 5.3910 -0.7050 0.4247
N 4.0096 -1.1510 0.2468
C 3.4044 -1.8200 -0.9441
C 3.2291 -3.4125 -0.7676
O 3.5793 -4.1254 -1.7362
Br 2.4956 -4.1708 0.9246
H -1.7694 0.1392 3.3298
H -0.1870 -0.6818 3.9135
H -1.1745 -1.3608 2.4251
H -0.7368 0.9948 1.2792
H 0.6070 1.3057 2.4955
H 1.5047 0.2140 0.1785
H 0.3861 -1.2643 0.5933
H 4.5893 1.6762 4.3303
H 5.9062 -1.7165 6.5878
H 2.1357 -1.6349 6.0530
H 6.7898 1.4934 1.9865
H 6.8535 0.2788 3.2005
H 6.1717 -0.8779 -0.3976
H 2.3987 -1.3676 -1.2738
H 4.1284 -1.6427 -1.8258
C -2.0122 -3.9743 0.3711
Cl -0.5894 -4.7921 -0.3109
Cl -3.4904 -4.7297 -0.2633
Cl -1.9871 -4.1198 2.1417
Cl -1.9763 -2.2564 -0.0809
C -5.6857 -1.6374 -1.7865
Cl -4.2606 -2.4526 -2.4684
Cl -7.1616 -2.4040 -2.4103
Cl -5.6531 -1.7698 -0.0142
Cl -5.6672 0.0767 -2.2526
C 8.6032 1.7182 6.6429
Cl 8.9919 3.4490 6.7129
Cl 8.0126 1.3109 5.0124
Cl 10.0602 0.7679 6.9965
Cl 7.3461 1.3446 7.8400
C 1.1191 0.4671 -3.8367
Cl 2.8462 0.1223 -3.5842
Cl 0.6592 -0.0121 -5.4815
Cl 0.1524 -0.4520 -2.6614
Cl 0.8229 2.2045 -3.6194
C -8.8089 2.9216 -3.1849
Cl -7.3591 3.9320 -2.9774
Cl -8.3623 1.2088 -3.0286
Cl -10.0036 3.3389 -1.9385
Cl -9.5065 3.2073 -4.7938
C -8.1903 6.7102 -7.0741
Cl -7.9012 5.7771 -5.5901
Cl -9.5160 5.9642 -7.9927
Cl -8.6296 8.3785 -6.6493
Cl -6.7153 6.7199 -8.0650
C -9.6755 1.0794 1.5325
Cl -8.2508 0.2629 0.8531
Cl -11.1512 0.3148 0.9051
Cl -9.6460 0.9457 3.3041
Cl -9.6532 2.7934 1.0664
C 4.1337 -1.9215 -7.3310
Cl 2.4768 -1.8575 -7.9686
Cl 5.2057 -2.6585 -8.5396
Cl 4.6927 -0.2735 -6.9691
Cl 4.1583 -2.8955 -5.8439
```

Here are the Löwdin charges for atoms 1 to 2, given in e:
1 C -0.106
2 C -0.194

=====

Record 3
Below is a molecular structure, C45H31FeGeN3S3, with properties calculated with ωB97M-V/def2-TZVPD.

The value obtained for the relative energy (zero: lowest compared OMol25 entry of this formula, charge and spin) is 0.000 eV. The LUMO energy (spin up / spin down) comes out at -3.64 / -4.45 eV. The expectation value of S² is 8.779. The multiplicity is 6. The charge is +1.

XYZ file:
```
84
C45H31FeGeN3S3, DFT ωB97M-V/def2-TZVPD
Fe 0.3646 1.5992 0.1291
S -5.3564 5.5322 -1.4458
C -5.5051 6.9139 -0.4597
C -4.4343 7.0642 0.3663
C -3.4733 6.0368 0.1960
C -3.8331 5.1228 -0.7592
C -3.0893 3.9395 -1.1986
C -1.8913 3.5833 -0.5466
N -1.1691 2.5375 -0.8939
C -1.5687 1.7558 -1.9288
C -2.7535 2.0034 -2.6188
C -3.1407 1.1063 -3.6723
C -2.3811 0.0350 -3.9870
C -1.1533 -0.2364 -3.2919
C -0.3382 -1.3472 -3.5627
C 0.8274 -1.5514 -2.8550
C 1.1441 -0.6109 -1.8581
N 0.4001 0.4424 -1.5877
C -0.7468 0.6372 -2.2840
C 1.7137 -2.6948 -3.0745
C 1.4319 -3.8700 -3.7168
C 2.5268 -4.7704 -3.7223
C 3.6227 -4.2607 -3.0930
S 3.3342 -2.6941 -2.4947
C -3.5090 3.1213 -2.2291
H -6.3755 7.5463 -0.5394
H -4.3325 7.8783 1.0691
H -2.5517 5.9981 0.7610
H -1.5093 4.1636 0.2845
H -4.0624 1.3029 -4.2061
H -2.6880 -0.6411 -4.7758
H -0.6343 -2.0401 -4.3416
H 2.0215 -0.7460 -1.2362
H 0.4684 -4.1026 -4.1510
H 2.5023 -5.7521 -4.1736
H 4.5868 -4.7253 -2.9545
H -4.4314 3.3331 -2.7586
C -2.8822 0.7546 1.4887
Ge -1.0414 0.0866 1.5798
C -0.4393 -0.0667 3.4190
C 0.0858 1.0364 4.0917
C 0.5197 0.9279 5.4063
C 0.4370 -0.2927 6.0632
C -0.0841 -1.3997 5.4055
C -0.5176 -1.2869 4.0917
C -0.9385 -1.6094 0.6032
C -2.0253 -1.9749 -0.1530
C -2.0376 -3.1659 -0.9173
C -0.9515 -3.9890 -0.9115
C 0.2027 -3.6553 -0.1566
C 1.3329 -4.5101 -0.1378
C 2.4464 -4.1818 0.5804
C 2.4836 -2.9697 1.3009
C 1.4069 -2.1260 1.3022
C 0.2230 -2.4497 0.5894
H -3.5361 0.0445 1.9989
H -3.2332 0.8809 0.4628
H -2.9572 1.7142 2.0020
H 0.1591 1.9985 3.5925
H 0.9195 1.7943 5.9190
H 0.7764 -0.3811 7.0871
H -0.1519 -2.3526 5.9153
H -0.9119 -2.1642 3.5888
H -2.9189 -1.3590 -0.1581
H -2.9220 -3.4265 -1.4867
H -0.9495 -4.9126 -1.4801
H 1.2960 -5.4302 -0.7108
H 3.3073 -4.8380 0.5916
H 3.3719 -2.7173 1.8675
H 1.4513 -1.2107 1.8808
N 6.3063 -2.3112 0.9069
C 5.6435 -1.3721 0.9138
C 4.7643 -0.2337 0.9124
C 4.4325 0.3704 -0.2971
C 3.5091 1.4007 -0.3150
C 2.9467 1.8648 0.8785
C 3.3177 1.2829 2.0939
C 4.2172 0.2306 2.1080
H 4.8838 0.0199 -1.2168
H 3.2365 1.8650 -1.2554
H 2.8838 1.6429 3.0178
H 4.4968 -0.2356 3.0440
S 1.6218 4.3052 1.2907
C 1.8026 2.7921 0.8131
```

Here are the Löwdin charges for atoms 1 to 2, given in e:
1 Fe 0.720
2 S 1.074

=====

Record 4
Below is 2 unconnected molecules or ions with the total composition CH2ClF3N2 at a distorted geometry, with properties calculated with ωB97M-V/def2-TZVPD.

The value obtained for the relative energy (zero: lowest compared OMol25 entry of this formula, charge and spin) is 3.146 eV. The LUMO energy comes out at -2.64 eV. The multiplicity is 1. The charge is 0.

XYZ file:
```
9
CH2ClF3N2, DFT ωB97M-V/def2-TZVPD
C 0.0159 -1.1295 -0.2850
N 0.2474 0.1031 -0.9198
N 0.0518 1.6874 0.8372
F 0.9257 -1.4265 0.6680
F -0.0364 -2.1289 -1.1885
F -1.2042 -1.1865 0.3325
Cl -1.3586 1.4054 1.6147
H 1.2071 0.3201 -1.1719
H 0.1512 2.3554 0.1130
```

Here are the Löwdin charges for atoms 1 to 2, given in e:
1 C -0.768
2 N 0.178

=====

Record 5
Below is a single C5H5N5O molecule at a distorted geometry, with properties calculated with ωB97M-V/def2-TZVPD.

The SMILES is Nc1cc(O)c2[nH]nnc2n1. The value obtained for the relative energy (zero: lowest compared OMol25 entry of this formula, charge and spin) is 2.023 eV. The LUMO energy comes out at 0.22 eV. The multiplicity is 1. The charge is 0.

XYZ file:
```
16
C5H5N5O, DFT ωB97M-V/def2-TZVPD
N 2.7251 -0.0612 -0.8138
N 3.1659 1.1497 -0.9879
N 0.8050 -1.0173 0.2574
O -0.0866 2.8834 1.5566
C 1.5150 0.0109 -0.0844
C -0.3314 -0.7629 0.8966
C -0.6611 0.5083 1.1556
C 0.2095 1.6158 1.0429
C 1.2247 1.3552 0.2090
N -1.1163 -1.8205 1.1390
N 2.2902 2.0404 -0.3888
H 0.6407 3.3963 1.5502
H -1.6604 0.5956 1.6809
H -0.5155 -2.6314 0.9239
H -2.0567 -1.8365 0.7611
H 2.3186 3.0411 -0.4315
```

Here are the Löwdin charges for atoms 1 to 2, given in e:
1 N 0.076
2 N 0.014

=====

Record 6
Below is a molecular structure, C3HO2Sm at a distorted geometry, with properties calculated with ωB97M-V/def2-TZVPD.

The value obtained for the relative energy (zero: lowest compared OMol25 entry of this formula, charge and spin) is 0.779 eV. The LUMO energy (spin up / spin down) comes out at -10.61 / -10.39 eV. The expectation value of S² is 15.781. The multiplicity is 8. The charge is +2.

XYZ file:
```
7
C3HO2Sm, DFT ωB97M-V/def2-TZVPD
C -2.9593 1.0476 -0.3307
H -3.8746 1.6141 -0.3718
C -1.9592 0.3703 -0.2873
O 0.2505 -0.4111 -0.3555
C 1.3056 -0.4666 0.1697
Sm 4.8179 -1.3142 0.9143
O 2.4190 -0.8401 0.2614
```

Here are the Löwdin charges for atoms 1 to 2, given in e:
1 C -0.024
2 H 0.033

=====

| no. | E_tot (Eh) |
| --- | --- |
| 1 | -26378.17688 |
| 2 | -19141.55849 |
| 3 | -6432.66754 |
| 4 | -908.43664 |
| 5 | -542.50383 |
| 6 | -922.46880 |